A molecular structure, C27H30CaN3O5S, computed with the ωB97M-V functional and the def2-TZVPD basis.

Geometry as XYZ:
```
67
Properties=species:S:1:pos:R:3:nbo_charge:R:1
Ca -0.1727 0.1067 0.5193 1.748
O 2.1615 2.0181 -2.6326 -0.645
C 1.4016 1.2598 -1.8909 0.806
O 1.4757 1.2505 -0.6690 -0.707
C 0.3778 0.4112 -2.5496 0.054
C 0.0637 0.3310 -3.8997 -0.180
C -1.0553 -0.4248 -4.2534 -0.153
C -1.8151 -1.0411 -3.2716 -0.178
C -1.3866 -0.9476 -1.9454 0.133
N -0.3203 -0.2453 -1.6246 -0.539
C -2.1316 -1.4657 -0.6879 0.748
O -3.2967 -1.7776 -0.8080 -0.615
O -1.4221 -1.4083 0.3538 -0.875
H 2.7484 2.5730 -2.0549 0.540
H 0.6519 0.8520 -4.6409 0.248
H -1.3436 -0.4970 -5.2909 0.241
H -2.7211 -1.5840 -3.4935 0.261
C 0.2191 3.3367 2.3281 -0.652
C -0.7630 2.6542 1.4193 -0.041
C -1.6816 1.7341 1.9379 -0.294
C -2.7192 1.2300 1.1474 0.013
C -3.7924 0.3741 1.7374 -0.654
C -2.7830 1.6137 -0.1921 -0.295
C -1.8562 2.4940 -0.7407 0.104
C -1.9810 2.9394 -2.1685 -0.663
C -0.8588 3.0209 0.0785 -0.291
H -0.2937 4.1526 2.8423 0.247
H 1.0418 3.7744 1.7640 0.212
H 0.6077 2.6568 3.0876 0.236
H -1.6616 1.5027 3.0025 0.232
H -4.6303 1.0053 2.0397 0.235
H -3.4340 -0.1617 2.6144 0.227
H -4.1591 -0.3433 1.0061 0.260
H -3.6022 1.2504 -0.8016 0.239
H -2.6455 3.8031 -2.2249 0.245
H -2.4067 2.1510 -2.7868 0.224
H -1.0152 3.2333 -2.5768 0.216
H -0.1822 3.7704 -0.3186 0.224
C 5.1301 -2.3963 2.6873 -0.610
C 4.9989 -2.6740 1.1961 -0.402
C 3.7344 -2.0430 0.6158 -0.228
N 3.8566 -0.6023 0.6525 -0.580
C 3.0966 0.2484 1.3257 0.362
S 1.8228 -0.2167 2.3122 -0.347
N 3.3782 1.5875 1.2334 -0.662
C 4.1781 2.1870 0.2390 0.706
O 3.6612 2.9883 -0.5171 -0.601
C 5.5965 1.8180 0.1929 -0.177
C 6.2459 1.2315 1.2866 -0.182
C 7.5969 0.9518 1.2180 -0.216
C 8.3181 1.2660 0.0744 -0.146
C 7.6890 1.8736 -1.0020 -0.212
C 6.3379 2.1490 -0.9471 -0.147
H 6.0443 -2.8408 3.0694 0.225
H 4.2889 -2.8233 3.2273 0.218
H 5.1592 -1.3268 2.8868 0.194
H 4.9751 -3.7484 1.0206 0.226
H 5.8641 -2.2707 0.6634 0.196
H 2.8461 -2.3407 1.1798 0.239
H 3.6116 -2.3391 -0.4325 0.209
H 4.6708 -0.2392 0.1673 0.419
H 2.5705 2.1526 1.4873 0.440
H 5.6982 1.0308 2.1941 0.230
H 8.0938 0.5034 2.0637 0.234
H 9.3729 1.0454 0.0276 0.233
H 8.2559 2.1470 -1.8782 0.234
H 5.8387 2.6331 -1.7730 0.234
```

Output
HOMO-LUMO gap ... 8.603 eV
Lowest unoccupied orbital energy ... -3.44 eV
Largest force on an atom ... 3.7 eV Å⁻¹
Charge ... +1
M ... 548.7 g mol⁻¹